# 1
{
  "formula": "C2H6N2",
  "method": "wB97M-V/def2-TZVPD",
  "symbols": ["C", "N", "C", "N", "H", "H", "H", "H", "H", "H"],
  "positions_angstrom": [[0.42343, 0.34644, -1.41864], [-0.80841, 0.00776, -0.37825], [-0.04327, -0.10649, 0.95997], [-0.50153, -0.78516, 1.96774], [-0.05510, 0.53720, -2.28510], [0.89125, -0.62558, -1.34197], [0.83194, 1.20111, -0.91892], [-1.44509, -0.73054, -0.43546], [0.89991, 0.52037, 0.98914], [-0.19313, -0.36510, 2.86150]],
  "homo_ev": [-16.9, -16.2],
  "homo_lumo_gap_ev": [12.17, 7.19],
  "multiplicity": 2,
  "total_energy_ev": -5140.1908,
  "lumo_ev": [-4.750, -9.015],
  "e_above_lowest_kj_mol": 265.54,
  "total_charge": 1
}

# 2
{
  "formula": "C9H23AlClI2NP2",
  "method": "wB97M-V/def2-TZVPD",
  "symbols": ["I", "I", "Al", "P", "C", "C", "H", "H", "H", "H", "H", "H", "C", "H", "H", "H", "P", "C", "C", "H", "H", "H", "C", "H", "H", "H", "H", "H", "H", "Cl", "C", "C", "C", "N", "H", "H", "H", "H", "H"],
  "positions_angstrom": [[-2.29521, -0.76205, 1.56038], [-0.81762, 1.86181, -2.17339], [2.50500, -0.77995, 0.16120], [1.70045, 1.38720, 1.57369], [0.41816, 2.56941, 2.05303], [2.37524, 0.81464, 3.15218], [2.75504, 1.63146, 3.72398], [3.36876, 3.10651, 1.76073], [3.12632, 0.02799, 3.02004], [3.90779, 1.83023, 0.62103], [-0.37777, 2.07136, 2.62728], [1.49314, 0.38533, 3.74348], [3.06462, 2.42365, 1.00080], [0.97560, 3.27014, 2.71840], [2.64136, 3.04991, 0.13736], [0.03103, 3.11539, 1.18757], [0.40128, -2.09975, -1.37611], [-1.33526, -2.13535, -1.91796], [1.30409, -2.25857, -2.95076], [1.64006, -3.95149, -0.35110], [0.43286, -4.51523, -1.55787], [-0.14511, -3.97309, 0.03239], [0.63418, -3.80815, -0.78476], [2.39044, -2.22364, -2.81024], [0.99345, -3.14299, -3.47203], [-1.36579, -3.01061, -2.58986], [-1.56618, -1.21664, -2.49364], [0.98256, -1.36016, -3.58451], [-2.00666, -2.28061, -1.06869], [4.01716, -1.59869, 0.17126], [-4.43871, 1.02549, -0.35337], [-3.37679, 1.95802, -0.17390], [-2.09737, 0.87942, -0.09609], [-1.02547, 0.47659, 0.03649], [-4.21075, 0.38539, -1.27059], [-5.25154, 1.72843, -0.39898], [-4.42778, 0.24099, 0.44749], [-3.08409, 2.48523, -1.06978], [-3.33648, 2.39237, 0.76481]],
  "homo_ev": [-14.0, -14.8],
  "homo_lumo_gap_ev": [5.64, 6.42],
  "multiplicity": 1,
  "total_energy_ev": -65074.7081,
  "lumo_ev": [-8.400, -8.399],
  "e_above_lowest_kj_mol": 259.53,
  "total_charge": 2
}

# 3
{
  "formula": "C46H53FN5O2S2SiY",
  "method": "wB97M-V/def2-TZVPD",
  "symbols": ["Y", "C", "C", "C", "C", "C", "C", "C", "C", "C", "C", "C", "C", "N", "C", "C", "C", "C", "C", "C", "F", "H", "H", "H", "H", "H", "H", "H", "H", "H", "H", "H", "H", "H", "H", "H", "H", "H", "H", "H", "H", "H", "S", "C", "C", "N", "C", "S", "C", "N", "O", "C", "N", "C", "C", "O", "N", "C", "C", "C", "C", "C", "C", "C", "C", "C", "C", "C", "C", "H", "H", "H", "H", "H", "H", "H", "H", "H", "H", "H", "C", "Si", "C", "C", "C", "C", "C", "C", "C", "C", "H", "H", "H", "H", "H", "H", "H", "H", "H", "H", "H", "H", "H", "H", "H", "H", "H", "H", "H", "H", "H"],
  "positions_angstrom": [[0.23983, 0.15948, 0.40044], [2.07032, 3.41865, 1.44534], [0.94177, 4.43651, 1.60514], [0.38523, 4.81071, 0.22856], [-0.05412, 3.96352, 2.66457], [0.13390, 4.47623, 3.94464], [-0.68816, 4.11659, 4.99862], [-1.71196, 3.21943, 4.76331], [-1.94133, 2.67586, 3.50189], [-3.12823, 1.71591, 3.42593], [-4.44382, 2.48876, 3.25398], [-3.07497, 0.58425, 2.39806], [-1.10422, 3.04820, 2.43069], [-1.25613, 2.48404, 1.14877], [-2.24704, 3.04422, 0.41057], [-2.92541, 4.25347, 0.69535], [-3.86000, 4.79259, -0.17800], [-4.17750, 4.16994, -1.37801], [-3.56832, 2.94950, -1.66896], [-2.66969, 2.43109, -0.77627], [-2.13913, 1.20210, -1.00314], [2.85783, 3.80209, 0.79333], [1.69014, 2.49784, 0.99107], [2.51204, 3.16364, 2.40635], [1.38695, 5.34873, 2.01616], [0.08132, 3.93269, -0.33436], [1.16324, 5.32676, -0.34069], [-0.47610, 5.47456, 0.31275], [0.94181, 5.18177, 4.11237], [-0.52573, 4.52384, 5.98924], [-2.34907, 2.91029, 5.58652], [-3.16657, 1.23959, 4.41177], [-4.45098, 3.01757, 2.30143], [-4.57874, 3.21993, 4.05415], [-5.29186, 1.79816, 3.26461], [-3.35118, 0.92768, 1.40245], [-3.78427, -0.19548, 2.68826], [-2.08358, 0.13242, 2.34614], [-2.69512, 4.76651, 1.62108], [-4.34959, 5.72295, 0.08868], [-4.88451, 4.60933, -2.06885], [-3.79321, 2.39384, -2.57124], [3.19580, -0.76871, -2.37334], [3.10333, -2.44337, -2.03868], [3.79845, -3.30853, -2.97039], [4.36846, -3.96236, -3.72982], [2.54267, -3.04159, -0.94186], [1.74392, -2.21947, 0.39047], [2.67158, -4.45380, -0.75321], [2.75342, -5.58983, -0.56241], [0.67694, 1.43253, -2.11999], [0.01829, 0.51016, -2.61766], [-0.38948, 0.43336, -3.92352], [-0.97519, -0.87768, -4.16494], [-1.10169, -1.39559, -2.69062], [-1.71549, -2.39710, -2.37829], [-0.47042, -0.51968, -1.88082], [-2.34146, -0.79523, -4.83211], [-2.81238, 0.39596, -5.36792], [-4.04101, 0.44393, -6.01783], [-4.81780, -0.69766, -6.12503], [-4.35354, -1.89135, -5.58330], [-3.12153, -1.94481, -4.95363], [-0.07014, -1.76184, -5.02317], [0.29862, -3.04516, -4.64621], [1.12108, -3.80296, -5.46929], [1.58766, -3.28493, -6.66597], [1.20964, -2.00700, -7.05403], [0.37612, -1.25750, -6.24088], [0.17771, 0.89301, -4.61688], [-2.21745, 1.29446, -5.26818], [-4.38814, 1.37974, -6.43984], [-5.77969, -0.66006, -6.62224], [-4.95552, -2.78932, -5.65416], [-2.75945, -2.87103, -4.52954], [-0.04086, -3.44927, -3.70164], [1.42271, -4.79251, -5.15493], [2.25438, -3.86913, -7.28751], [1.56875, -1.59027, -7.98762], [0.06542, -0.26832, -6.56299], [0.46167, 0.58856, 4.36619], [1.17412, -0.78916, 3.25450], [0.28045, -2.39983, 3.91100], [1.05227, -3.69406, 3.63008], [-1.08714, -2.49757, 3.23421], [0.04173, -2.32035, 5.42720], [3.09470, -0.72685, 3.62787], [3.89842, -1.93684, 3.14035], [3.63896, 0.51635, 2.92659], [3.33908, -0.58359, 5.13671], [0.69358, 0.48042, 5.43248], [0.80295, 1.57815, 4.05175], [-0.62569, 0.58967, 4.27626], [1.38484, -3.75989, 2.59454], [0.40718, -4.55924, 3.83636], [1.92849, -3.77722, 4.27657], [-0.98491, -2.60238, 2.15019], [-1.69994, -1.61905, 3.44549], [-1.62859, -3.37707, 3.60836], [0.97770, -2.23225, 5.98297], [-0.46084, -3.23591, 5.77053], [-0.59124, -1.47191, 5.69672], [3.67034, -2.18520, 2.10543], [3.70136, -2.82313, 3.74444], [4.97211, -1.71436, 3.21313], [3.50626, 0.44419, 1.84300], [4.71336, 0.62579, 3.12608], [3.13854, 1.42138, 3.27545], [2.95308, -1.44602, 5.68513], [2.86972, 0.31340, 5.54577], [4.41761, -0.51914, 5.33980]],
  "homo_ev": -1.6,
  "homo_lumo_gap_ev": 5.60,
  "multiplicity": 1,
  "total_energy_ev": -93421.6321,
  "lumo_ev": 4.031,
  "e_above_lowest_kj_mol": 331.37,
  "total_charge": -2
}